Version i
The following is a quantum chemistry calculation of a structure of composition C3H4N2OS, from the OMol25 dataset.

Its multiplicity is 1. Its HOMO energy (spin up / spin down) is -7.7 / -7.7 eV. As for the charge: 0. The HOMO-LUMO gap (spin up / spin down) is 7.67 / 8.08 eV.

Each line ends with the natural charge from an NBO analysis.
Atoms and positions in Å:
C1 0.3463 -1.1462 -0.5876  0.0689
C2 0.2986 1.1118 1.5062  0.4993
C3 -0.0351 0.2728 -0.9923  -0.3370
N1 -0.4889 -1.9152 -0.0472  -0.5518
N2 -1.2351 0.4678 -0.1253  -0.6902
O1 1.3653 1.3140 1.0975  -0.4681
S1 -1.8720 -0.9470 0.3486  0.6652
H1 1.3478 -1.4284 -0.8206  0.1919
H2 -0.1782 1.0498 2.4781  0.1595
H3 0.7893 0.9893 -0.7689  0.2438
H4 -0.3380 0.2312 -2.0885  0.2185

---

Version ii
The following is a quantum chemistry calculation of the molecule C3H4N2OS, from the OMol25 dataset.

Its multiplicity is 1. Its HOMO energy is -9.1 eV. As for the charge: 0. The HOMO-LUMO gap is 9.30 eV.

Each line ends with the natural charge from an NBO analysis.
Atoms and positions in Å:
C1 1.3061 -0.1756 0.2468  -0.4179
C2 0.7283 -1.1230 -0.5886  0.2552
C3 0.7842 1.0652 0.6390  0.0429
N1 -0.2692 1.6366 0.2934  -0.4668
N2 -2.2537 -0.0978 0.1819  -1.0882
O1 -0.1890 -0.7722 -1.4764  -0.6696
S1 -1.4335 0.4775 -0.8940  1.3265
H1 2.1407 -0.3961 0.7672  0.2125
H2 1.1347 -2.1378 -0.5851  0.1906
H3 1.3723 1.7175 1.2460  0.1964
H4 -3.3209 -0.1944 0.1698  0.4184

---

Version iii
The following is a quantum chemistry calculation of the molecule C3H4N2OS, from the OMol25 dataset.

Its multiplicity is 1. Its HOMO energy (spin up / spin down) is -7.5 / -7.5 eV. As for the charge: 0. The HOMO-LUMO gap (spin up / spin down) is 7.40 / 7.40 eV.

Each line ends with the natural charge from an NBO analysis.
Atoms and positions in Å:
C1 -1.3784 1.5608 -0.0473  -0.5882
C2 -0.1259 1.3413 -0.7867  -0.5008
C3 -1.8449 0.8411 0.9918  0.7768
N1 0.9002 -1.1524 -0.1487  -0.7002
N2 1.9682 -2.0223 0.2011  -0.6856
O1 -2.3087 0.4392 1.9522  -0.4094
S1 1.1447 0.2375 -0.8508  0.9024
H1 -2.1982 2.0919 -0.4693  0.2697
H2 -0.0681 2.0581 -1.5386  0.2343
H3 1.7875 -2.5079 1.0758  0.3515
H4 2.1235 -2.8874 -0.3796  0.3495

---

Version iv
The following is a quantum chemistry calculation of the molecule C3H4N2OS, from the OMol25 dataset.

Its multiplicity is 1. Its HOMO energy is -8.8 eV. As for the charge: 0. The HOMO-LUMO gap is 9.49 eV.

Each line ends with the natural charge from an NBO analysis.
Atoms and positions in Å:
C1 -0.2007 -1.0373 0.2081  -0.6800
C2 -0.2753 0.4561 0.3041  0.0141
N1 0.5481 1.3391 -0.3571  -0.2560
N2 0.2429 2.6177 -0.0539  -0.4456
C3 -0.7605 2.9251 0.8106  0.5145
O1 -1.1091 4.0113 1.1891  -0.5801
S1 -1.3171 1.2818 1.4153  0.2568
H1 -0.4552 -1.3701 -0.8398  0.2464
H2 -0.8815 -1.5662 0.9157  0.2444
H3 0.9070 -1.3082 0.1825  0.2547
H4 0.9896 3.2440 -0.4661  0.4309

---

Which one sits at the bottom of the stability order? version iii does.

---

Version i
The following is a quantum chemistry calculation of a structure of composition C3H4N2OS, from the OMol25 dataset.

Its multiplicity is 1. Its HOMO energy is -8.5 eV. As for the charge: 0. The HOMO-LUMO gap is 8.19 eV.

Each line ends with the natural charge from an NBO analysis.
Atoms and positions in Å:
C1 -1.4187 -0.2055 -0.2495  0.3553
C2 -0.2858 -0.8429 -0.2495  -0.4037
C3 0.8410 -0.0130 -0.1637  0.1461
H1 -2.8977 -1.7692 0.8393  0.3879
H2 -3.1582 -0.0376 0.9142  0.3778
H3 -0.0351 -1.9624 -0.1798  0.2581
H4 -1.7044 2.0695 -0.4776  0.4225
N1 -2.8656 -0.7060 0.0493  -0.8281
N2 -1.1036 1.1817 0.0121  -0.3309
O1 0.2915 1.2634 0.1202  -0.3132
S1 2.4018 -0.3356 0.0930  -0.0718

---

Version ii
The following is a quantum chemistry calculation of a cluster of 2 separate species, C3H4N2OS in total, from the OMol25 dataset.

Its multiplicity is 1. Its HOMO energy (spin up / spin down) is -8.2 / -8.1 eV. As for the charge: 0. The HOMO-LUMO gap (spin up / spin down) is 7.29 / 7.26 eV.

Each line ends with the natural charge from an NBO analysis.
Atoms and positions in Å:
C1 0.6692 -1.4801 0.0454  -0.0401
C2 -0.5767 -0.7881 -0.2158  0.0350
C3 1.1832 0.6143 0.0518  -0.1320
N1 1.6589 -0.6994 0.2021  -0.3509
N2 -0.1773 0.4458 -0.2374  -0.5356
O1 -2.7907 1.2606 0.1154  -0.8084
S1 -3.2874 -0.1430 0.2647  0.7045
H1 0.8006 -2.6240 -0.0849  0.2095
H2 1.3402 1.0150 1.0610  0.2441
H3 1.9205 1.1501 -0.7624  0.2409
H4 -0.7407 1.2487 -0.4399  0.4331

---

Version iii
The following is a quantum chemistry calculation of the molecule C3H4N2OS, from the OMol25 dataset.

Its multiplicity is 1. Its HOMO energy is -8.8 eV. As for the charge: 0. The HOMO-LUMO gap is 8.04 eV.

Each line ends with the natural charge from an NBO analysis.
Atoms and positions in Å:
O1 -2.5384 0.9492 -0.0012  -0.5547
C1 -2.2770 -0.2374 -0.0016  0.5378
N1 -0.9838 -0.7290 0.0053  -0.6181
C2 0.1298 0.0690 -0.0083  0.3205
N2 1.2974 -0.4536 0.0024  -0.5100
C3 2.3528 0.4578 -0.0013  -0.1363
S1 3.9075 0.0356 -0.0021  0.0450
H1 -3.0184 -1.0336 -0.0185  0.1323
H2 -0.8111 -1.7271 0.0021  0.4224
H3 -0.1128 1.1521 0.0059  0.1956
H4 2.0540 1.5170 0.0172  0.1656

---

Which one sits at the bottom of the stability order? version i does.

---

Version i
The following is a quantum chemistry calculation of a structure of composition C3H7N2OS, from the OMol25 dataset.

Its multiplicity is 1. Its HOMO energy is -13.9 eV. As for the charge: +1. The HOMO-LUMO gap is 9.14 eV.

Each line ends with the natural charge from an NBO analysis.
Atoms and positions in Å:
C1 -1.9852 0.2978 -0.0027  0.3679
C2 -0.7186 1.2121 -0.1600  -0.3525
C3 0.7408 -0.7193 -0.4452  0.2313
N1 1.6432 -1.5498 0.1009  -0.7158
N2 0.5702 0.5465 0.2430  -0.5415
O1 -3.0243 0.8448 0.1284  -0.4772
S1 -1.4894 -1.3787 0.0383  -0.0002
H1 -0.7279 1.6253 -1.1447  0.2628
H2 -0.9010 2.0374 0.5154  0.2623
H3 0.5705 -0.8403 -1.4520  0.2496
H4 1.6041 -1.2851 1.0209  0.3717
H5 1.9656 -2.3808 -0.1685  0.4348
H6 1.2640 1.2870 0.1125  0.4623
H7 0.4881 0.3031 1.2140  0.4445

---

Version ii
The following is a quantum chemistry calculation of the ion C3H7N2OS with charge +1, from the OMol25 dataset.

Its multiplicity is 1. Its HOMO energy is -13.5 eV. As for the charge: +1. The HOMO-LUMO gap is 9.09 eV.

Each line ends with the natural charge from an NBO analysis.
Atoms and positions in Å:
C1 -1.6192 0.3255 0.0370  0.0532
C2 -1.0079 1.4681 0.4645  -0.5013
C3 1.2037 0.0231 0.2431  0.4821
N1 2.0130 -0.7240 -0.5364  -0.7385
N2 -1.0625 -0.6351 -0.7680  -0.7970
O1 0.9307 -0.6319 1.3689  -0.6001
S1 0.6635 1.5692 -0.2538  0.3694
H1 -2.5958 0.1807 0.4504  0.2368
H2 -1.3083 2.2660 1.1325  0.2771
H3 2.6843 -0.5950 -1.3409  0.4641
H4 2.2411 -1.5409 -0.0864  0.4132
H5 -1.8552 -1.1879 -1.0120  0.4125
H6 -0.4669 -0.3592 -1.4917  0.4008
H7 0.1794 -0.1586 1.7928  0.5278

---

Which one sits at the bottom of the stability order? version i does.

---

Version i
The following is a quantum chemistry calculation of the ion C2H3N2O2 with charge +1, from the OMol25 dataset.

Its multiplicity is 1. Its HOMO energy is -15.9 eV. As for the charge: +1. The HOMO-LUMO gap is 10.30 eV.

Each line ends with the natural charge from an NBO analysis.
Atoms and positions in Å:
C1 -0.6595 0.2675 1.5307  -0.3563
C2 -0.7406 -0.2653 0.4135  0.4104
N1 -0.6481 -0.4642 -0.8315  -0.2094
O1 0.4715 -0.1467 -1.5825  -0.2114
N2 1.6231 -0.1096 -0.7201  0.3625
O2 2.6431 0.1123 -1.2470  -0.1182
H1 -1.1107 1.2773 1.4489  0.3125
H2 -0.0846 0.0889 2.4556  0.3227
H3 -1.4943 -0.7602 -1.4675  0.4873

---

Version ii
The following is a quantum chemistry calculation of the ion C2H3N2O2 with charge +1, from the OMol25 dataset.

Its multiplicity is 1. Its HOMO energy is -17.1 eV. As for the charge: +1. The HOMO-LUMO gap is 11.99 eV.

Each line ends with the natural charge from an NBO analysis.
Atoms and positions in Å:
N1 -1.3090 -0.2697 0.5531  -0.7886
C1 -0.5752 0.6464 0.0690  0.8823
O1 -0.5139 1.7976 -0.1293  -0.3950
N2 0.6917 -0.1996 -0.8465  -0.7537
C2 1.7342 -0.4551 -0.2408  0.9600
O2 2.6105 -0.7549 0.4155  -0.3059
H1 -1.0074 -1.0766 1.0572  0.4545
H2 -2.2300 0.1083 0.8833  0.4616
H3 0.5990 0.2034 -1.7614  0.4847

---

Which one sits at the bottom of the stability order? version i does.

---

Version i
The following is a quantum chemistry calculation of a cluster of 3 separate species, C4H15NO2 in total, from the OMol25 dataset.

Its multiplicity is 2. Its HOMO energy (spin up / spin down) is 1.0 / -5.6 eV. As for the charge: -1. The HOMO-LUMO gap (spin up / spin down) is 2.50 / 8.99 eV.

Each line ends with the Mulliken spin population.
Atoms and positions in Å:
C1 -0.0347 0.9311 3.2522  0.1960
C2 0.8977 0.1443 2.2144  -0.0048
C3 0.0493 -0.8304 1.3839  0.2126
C4 1.0176 -1.4002 0.3060  -0.0034
N1 0.2049 -2.0576 -0.7117  0.1841
H1 0.5406 1.3117 4.1334  -0.0196
H2 -0.7391 0.0230 3.5601  -0.0048
H3 -0.6370 1.6252 2.7332  -0.1208
H4 1.2966 0.9374 1.6453  -0.0608
H5 1.8195 -0.3022 2.7541  0.0023
H6 -0.6212 -1.5832 1.7735  -0.0770
H7 -0.5311 -0.2068 0.7987  0.0651
H8 1.8163 -2.2000 0.6430  -0.0584
H9 1.7070 -0.5462 0.0184  0.0158
H10 -0.1682 -1.5241 -1.4460  -0.0338
H11 0.0526 -2.9823 -0.5700  -0.0673
H12 0.9660 0.0405 -2.4071  -0.0518
H13 -0.3219 0.9681 -2.7985  -0.1138
O1 0.0958 0.0850 -2.8108  0.3874
H14 -2.0546 2.8598 -3.4494  -0.4380
H15 -2.5178 2.0099 -2.3608  -0.4203
O2 -1.7984 2.5279 -2.5624  1.4113

---

Version ii
The following is a quantum chemistry calculation of a cluster of 3 separate species, C4H15NO2 in total, from the OMol25 dataset.

Its multiplicity is 2. Its HOMO energy (spin up / spin down) is 1.0 / -5.8 eV. As for the charge: -1. The HOMO-LUMO gap (spin up / spin down) is 2.92 / 9.52 eV.

Each line ends with the Mulliken spin population.
Atoms and positions in Å:
C1 0.3674 -1.7988 0.0020  0.2979
C2 -1.1185 -1.5687 -0.3593  0.3106
C3 -1.3799 -0.4618 -1.4076  0.3566
C4 -0.5580 0.8058 -1.2283  0.5011
N1 -0.5948 1.3058 0.1531  1.4797
H1 0.6199 -1.2208 0.8914  -0.1145
H2 1.0101 -1.4371 -0.7849  -0.1096
H3 0.5086 -2.8401 0.2191  -0.0575
H4 -1.5284 -2.4828 -0.7884  -0.1268
H5 -1.6540 -1.2615 0.5354  -0.0231
H6 -1.1582 -0.8596 -2.4097  -0.0919
H7 -2.4419 -0.1930 -1.3610  -0.2869
H8 -0.9382 1.5836 -1.9013  -0.2592
H9 0.4816 0.6082 -1.4617  0.0199
H10 -1.4715 1.0691 0.6185  -0.3849
H11 -0.5477 2.3178 0.1889  -0.7333
H12 1.2238 1.5837 3.2572  -0.2999
H13 0.3858 1.0986 2.1231  -0.0141
O1 1.0966 0.7836 2.7187  0.5053
H14 1.9476 1.4662 0.4978  -0.0045
H15 2.9710 0.3115 0.4167  -0.0093
O2 2.7786 1.1902 0.0805  0.0443

---

Which one sits at the bottom of the stability order? version i does.

---

Version i
The following is a quantum chemistry calculation of the molecule C5H6O3, from the OMol25 dataset.

Its multiplicity is 1. Its HOMO energy is -8.3 eV. As for the charge: 0. The HOMO-LUMO gap is 9.09 eV.

Each line ends with the natural charge from an NBO analysis.
Atoms and positions in Å:
C1 -2.1342 -0.0773 0.3642  -0.6119
C2 -0.6777 -0.1664 0.0111  -0.3929
C3 -0.0461 -1.2558 -0.4087  0.7379
O1 0.2977 -2.2758 -0.8788  -0.4588
C4 0.1634 0.9914 -0.2081  0.0916
O2 1.2979 1.3521 0.5356  -0.5033
C5 1.8108 0.3739 -0.3148  0.3175
O3 2.5812 -0.5901 0.3199  -0.6910
H1 -2.7306 -0.7673 -0.2394  0.2192
H2 -2.3068 -0.3092 1.4205  0.2191
H3 -2.5200 0.9313 0.1824  0.2238
H4 -0.2607 1.8264 -0.7640  0.1878
H5 2.2652 0.7067 -1.2404  0.1718
H6 2.2599 -0.7399 1.2204  0.4892

---

Version ii
The following is a quantum chemistry calculation of a structure of composition C5H6O3, from the OMol25 dataset.

Its multiplicity is 1. Its HOMO energy is -9.8 eV. As for the charge: 0. The HOMO-LUMO gap is 10.70 eV.

Each line ends with the natural charge from an NBO analysis.
Atoms and positions in Å:
C1 0.6107 -0.8704 0.5588  0.0426
C2 0.7017 0.6543 0.8366  0.0537
C3 -0.2431 1.2279 -0.0267  0.0121
C4 -1.0740 0.3129 -0.5923  -0.0176
C5 -0.6712 -1.0361 -0.2892  0.0400
H1 1.3155 -0.3270 -1.1409  0.4861
H2 0.4097 -1.3454 1.4544  0.1960
H3 1.2413 1.0545 1.8105  0.2289
H4 -0.6027 2.2299 0.0120  0.2127
H5 -1.7670 0.5446 -1.3895  0.2158
H6 -0.9802 -1.8955 -0.9223  0.2284
O1 1.6766 -1.1687 -0.3417  -0.7268
O2 1.1356 1.0552 -0.4441  -0.4782
O3 -1.7531 -0.4362 0.4742  -0.4938

---

Version iii
The following is a quantum chemistry calculation of a cluster of 2 separate species, C5H6O3 in total, from the OMol25 dataset.

Its multiplicity is 1. Its HOMO energy is -8.8 eV. As for the charge: 0. The HOMO-LUMO gap is 9.37 eV.

Each line ends with the natural charge from an NBO analysis.
Atoms and positions in Å:
C1 0.7629 -0.0733 1.2807  -0.6064
C2 0.1267 -0.5108 -0.0171  -0.4007
C3 0.7753 -0.0766 -1.2709  -0.6096
C4 -0.7121 -1.4913 -0.0634  0.7301
O1 -1.5772 -2.2438 -0.2031  -0.4463
H1 0.4247 -0.6068 2.1834  0.2260
H2 0.4215 1.0158 1.4632  0.2429
H3 1.9217 -0.2823 1.1463  0.2136
H4 1.7363 0.5338 -0.9921  0.2262
H5 0.0943 0.6004 -1.8313  0.2325
H6 0.9427 -0.9481 -1.9260  0.2247
O2 -1.4880 1.4556 1.2093  -0.5419
C5 -1.6149 1.2601 0.0705  1.0258
O3 -1.8137 1.3673 -1.0493  -0.5170

---

Which one sits at the bottom of the stability order? version ii does.